# C6AsClF12STc

C6AsClF12STc as an isolated structure (wB97M-V/def2-TZVPD, the OMol25 dataset).

```
22
Properties=species:S:1:pos:R:3:forces:R:3
Tc -2.042552 -0.832537 -0.672473 0.43 -0.06 0.07
F 4.879616 1.445049 -0.340839 0.18 0.12 0.01
C 3.799144 0.729395 -0.398516 -0.21 -0.13 -0.01
C 3.872079 -0.656286 -0.244347 -0.10 -0.20 -0.02
F 5.034317 -1.236875 -0.042382 0.08 0.03 0.02
C 2.719950 -1.404612 -0.308858 0.23 0.09 0.02
F 2.788650 -2.708097 -0.161022 0.02 -0.07 0.02
C 1.454071 -0.803687 -0.526654 -0.59 -0.43 0.04
S 0.121394 -1.885015 -0.547101 -0.27 0.81 -0.22
C 1.424391 0.597158 -0.688176 0.21 0.14 -0.01
F 0.283822 1.208683 -0.926590 -0.25 0.09 0.00
C 2.565484 1.355343 -0.621104 -0.14 -0.12 0.00
F 2.507946 2.659936 -0.769974 0.06 0.08 -0.02
F -2.642707 -2.477793 -0.937680 -0.29 -0.39 0.31
Cl -1.937520 0.013426 -2.645623 0.18 0.19 -0.34
F -1.762245 0.511833 0.599265 0.20 0.19 0.27
As -3.768509 0.634729 1.572197 0.23 -0.37 -0.44
F -3.285915 -1.049975 1.611365 -0.22 0.24 0.13
F -2.952174 0.878610 3.019280 -0.06 0.02 -0.07
F -5.344846 0.534218 2.071157 -0.04 -0.02 0.10
F -3.593234 2.238011 1.099774 -0.13 -0.07 0.12
F -4.121160 0.248485 -0.141696 0.48 -0.14 0.02
```
Positions in Å, forces in eV/Å.

## Properties
HOMO energy (alpha / beta) in eV: -13.71 / -14.06
Total energy in eV: -125219.549
Net charge: +1
Gap between HOMO and LUMO (alpha / beta) in eV: 6.96 / 6.28
⟨S²⟩: 2.0525
2S+1: 3

---

# C6H10

One molecule with the formula C6H10 (wB97M-V/def2-TZVPD, the OMol25 dataset).

```
16
Properties=species:S:1:pos:R:3:forces:R:3
C -1.597278 -0.855923 0.267085 0.07 -0.03 0.04
C -0.653979 -0.189143 -0.741214 0.33 0.23 0.14
C -0.276456 1.200879 -0.369245 0.55 0.18 0.96
C 1.371046 0.841663 0.894470 -1.08 0.19 -0.58
C 1.560286 -0.451583 0.286409 -0.02 -0.08 -0.54
C 0.736945 -0.784385 -0.731416 0.20 -0.75 0.09
H -1.708104 -1.930532 0.090800 0.08 0.12 -0.04
H -2.598308 -0.403783 0.240298 0.25 -0.02 -0.09
H -1.191983 -0.717373 1.274383 -0.03 -0.05 -0.08
H -1.070846 -0.306313 -1.753772 0.09 0.48 0.21
H 0.039501 1.777250 -1.257466 0.32 -0.11 0.86
H -0.840248 1.770841 0.343903 -0.60 0.14 -0.01
H 1.682357 0.905880 1.972476 -1.25 0.18 -0.66
H 1.725399 1.717594 0.380519 0.86 -0.16 -0.25
H 2.258296 -1.193387 0.677108 0.42 0.39 -0.36
H 1.042224 -1.459916 -1.520135 -0.20 -0.70 0.29
```
Positions in Å, forces in eV/Å.

## Properties
HOMO energy in eV: -8.28
Total energy in eV: -6380.743
Energy relative to the best compared isomer or geometry (same formula, charge and spin) in kJ/mol: 300.7
Gap between HOMO and LUMO in eV: 9.39
2S+1: 1